# 1
{"formula": "C8H11N", "method": "ωB97M-V/def2-TZVPD", "symbols": ["H", "C", "C", "C", "H", "H", "N", "H", "C", "H", "H", "H", "C", "C", "H", "H", "C", "H", "C", "H"], "positions_angstrom": [[4.850186, -0.410667, 0.314569], [-0.255545, -0.608745, -1.052528], [-3.592212, 0.420430, 0.433262], [4.024442, 0.284350, 0.374020], [0.394977, -0.168578, -1.936212], [3.872067, 0.776986, 1.404858], [1.515234, 0.179348, 0.536656], [-0.149460, -1.688722, -0.955129], [-2.175279, 0.033867, 0.105463], [-1.221162, 0.726748, 1.924537], [-3.712883, 0.455335, 1.480936], [-3.887651, 1.385782, -0.118202], [-1.706054, -0.295911, -1.041415], [2.624400, -0.277695, 0.038864], [-4.279687, -0.370700, 0.083311], [-2.299740, -0.609001, -1.847790], [-1.103766, 0.263334, 0.965409], [4.255857, 1.045253, -0.358815], [0.145583, -0.065401, 0.290904], [2.700689, -1.076020, -0.642702]], "atomic_forces_ev_per_a": [[-0.16, -0.53, 0.32], [0.86, 1.70, -0.56], [-0.43, -0.02, -2.15], [-2.26, 1.14, 1.76], [-1.44, -1.05, 1.72], [0.81, -0.67, -1.56], [1.19, 0.32, 1.00], [0.19, -0.29, -0.47], [-2.18, 1.74, 1.73], [0.30, -0.04, 0.48], [-0.30, 0.56, 1.18], [0.44, -1.32, 1.17], [0.91, -2.42, -4.05], [-1.35, 1.15, 1.28], [0.19, 0.38, 0.00], [-0.88, -0.08, -1.19], [5.72, -0.06, 0.28], [-0.01, 0.48, -0.14], [-1.11, 0.34, 0.36], [-0.50, -1.33, -1.17]], "max_force_ha_per_bohr": 0.11143, "homo_energy_ev": -7.559, "lumo_energy_ev": 0.3302, "orbital_gap_ev": 7.890, "smiles": "C/C=N/C1=CC(C)=CC1"}

=====

# 2
{"formula": "C7H28BeN14O11S", "method": "ωB97M-V/def2-TZVPD", "symbols": ["H", "O", "N", "H", "N", "N", "N", "H", "O", "O", "O", "C", "N", "H", "H", "H", "H", "C", "H", "H", "O", "H", "N", "H", "S", "H", "O", "H", "H", "H", "H", "H", "H", "H", "H", "N", "N", "C", "H", "N", "C", "C", "C", "N", "C", "H", "Be", "O", "N", "H", "N", "N", "O", "H", "H", "O", "O", "H", "O", "N", "H", "H"], "positions_angstrom": [[4.294509, 4.694312, -3.665577], [-1.761811, 6.783872, -0.887017], [4.062119, 3.730042, -3.856087], [6.563309, -1.034538, 2.261033], [-0.237441, -6.071128, -0.246387], [-0.894761, 3.149292, 3.283113], [-0.933911, 5.168552, -2.185627], [4.166739, 1.122232, 1.944823], [-6.136801, 0.065882, -2.334387], [6.243779, 0.366272, 4.088333], [1.415179, 0.716202, -0.307047], [5.503489, 0.405052, 3.130503], [4.579689, 3.701742, -5.948047], [-3.499981, -1.266738, -1.312007], [-4.208651, -3.420628, 5.821703], [4.429929, 3.297822, -6.861557], [-2.280101, -3.172088, 3.430863], [-4.947591, -0.259478, -2.244677], [-4.191101, 0.910912, -3.547127], [-0.141591, 4.579872, -2.399627], [-0.089421, -1.195308, 0.077533], [4.461959, 2.070922, 3.376853], [4.645969, 1.245022, 2.825373], [0.172079, -5.148868, -0.203817], [0.988629, -0.673138, -0.758637], [-0.278531, -8.388048, -0.494357], [0.196069, -6.068108, -2.409467], [0.727959, 4.956672, -0.674387], [3.747589, 3.193892, -3.060027], [5.027779, -0.676538, 1.467783], [4.809959, 4.684152, -5.903917], [-0.794631, -6.522078, 0.465143], [-3.102631, -0.294938, -2.861427], [-3.271591, -2.546698, 4.723013], [-0.435301, 2.782812, 2.461723], [-4.469661, -1.297158, -1.592877], [-3.923271, 0.290262, -2.796687], [4.096329, 3.058522, -4.943167], [0.021509, 5.994022, 0.552093], [5.746289, -0.452928, 2.141463], [-0.909741, 5.958892, -1.140717], [-3.084311, -4.537168, 4.743623], [-2.196451, 2.955312, 3.246883], [-0.397021, -7.910958, -1.376657], [-0.182471, -6.610098, -1.394587], [-4.771121, -5.081668, 5.704643], [2.874369, -2.930678, -4.518137], [3.793369, 1.850912, -4.946427], [-2.795211, -3.322958, 4.286433], [-3.508861, 2.053632, 2.207433], [-2.519871, 1.966102, 2.392693], [-4.082501, -4.370788, 5.503293], [0.553109, -0.630638, -2.128137], [-0.516111, 3.966022, 3.741013], [-1.818091, 4.980472, -2.636137], [-2.725971, -5.703228, 4.334243], [2.158409, -1.557508, -0.853657], [-1.859931, 1.407932, 1.870173], [-2.929351, 3.616422, 3.956263], [0.081289, 5.685222, -0.407677], [-5.127261, -1.739008, -0.966437], [-0.338351, -8.526138, -2.175537]], "atomic_forces_ev_per_a": [[0.01, -0.27, -0.55], [-0.77, 0.62, 0.29], [-0.85, 2.20, 5.76], [-0.55, -0.13, -0.07], [-0.42, 2.70, 4.42], [3.46, 0.16, -0.50], [-0.77, -2.09, -4.01], [-0.03, 0.54, 0.32], [1.18, -0.16, 0.06], [0.34, 0.70, 1.95], [-0.39, -2.54, -0.93], [5.64, -3.79, 1.41], [1.29, 1.84, -4.52], [-0.38, -0.29, 0.25], [-0.92, -0.73, 0.37], [0.24, 0.12, 0.17], [0.16, -0.05, 0.50], [-3.83, -0.31, 0.55], [0.72, 0.10, -0.09], [-0.56, -0.05, -0.06], [0.54, 0.10, -0.22], [-0.02, -0.42, 0.00], [-6.23, 5.74, -1.36], [-0.55, -0.07, 0.58], [0.71, 1.37, 1.84], [-0.18, -0.01, -0.22], [0.23, 1.53, -1.50], [-0.21, 0.20, 0.59], [0.13, 0.19, -0.05], [0.48, -0.26, -0.02], [-0.16, -0.30, -0.06], [0.34, 0.71, 0.27], [-0.05, 0.65, -0.61], [0.47, 0.00, -0.80], [0.65, 0.43, 0.40], [-0.54, -3.56, 3.04], [2.66, 3.70, -3.24], [-0.50, -4.53, -0.21], [0.48, 0.07, -0.23], [0.33, -2.39, -2.26], [-3.93, 1.51, -1.23], [1.88, -5.16, -4.53], [-0.20, 0.86, 1.16], [-1.11, -4.08, 0.66], [1.65, -1.45, -4.15], [0.58, 0.07, 0.24], [-0.18, 0.17, 0.33], [-0.17, 0.68, -0.53], [2.84, 2.16, -1.86], [0.15, -0.94, -0.61], [-2.09, -0.27, -0.16], [-4.90, 0.03, 5.16], [-1.66, 1.04, -2.27], [-0.22, -0.25, -0.11], [0.38, 0.29, -0.13], [-0.08, 3.70, 0.86], [0.87, -0.06, 1.36], [-0.48, 0.26, 0.04], [-1.24, -0.32, -0.25], [5.37, -0.59, 4.79], [0.32, -0.14, 0.05], [0.07, 0.76, -0.07]], "max_force_ha_per_bohr": 0.16688, "homo_energy_ev": -9.590, "lumo_energy_ev": -6.5880, "orbital_gap_ev": 3.002}

=====

# 3
{"formula": "C23H16HgN3O2P", "method": "ωB97M-V/def2-TZVPD", "symbols": ["C", "N", "C", "H", "C", "C", "C", "H", "C", "C", "P", "H", "H", "C", "H", "H", "H", "C", "H", "O", "C", "H", "C", "H", "C", "C", "C", "H", "O", "H", "N", "N", "C", "C", "C", "C", "Hg", "H", "H", "C", "C", "H", "C", "H", "C", "C"], "positions_angstrom": [[-0.184956, -3.016691, -0.083185], [-2.984069, 4.218621, 2.155883], [2.280151, -4.268077, 0.200916], [-3.830380, 0.906737, -0.438174], [-1.774078, 0.295228, -0.477605], [-0.709016, 0.084022, 1.664514], [0.326585, 3.013151, 2.558712], [-3.927521, 1.055942, 2.024644], [-2.956782, 0.664846, 0.154508], [2.210568, -2.893084, 0.011442], [0.990186, -0.437843, -0.429700], [2.234335, 2.366436, 2.805856], [1.534355, 2.996017, 4.234869], [-3.015629, 0.738068, 1.536750], [-1.739591, 0.244449, -1.559424], [-1.147054, -2.528225, -0.184768], [-1.924860, 0.517273, 3.372290], [-0.527729, 4.113633, 4.602182], [0.181866, -0.098695, 2.256215], [0.116823, 3.120322, -1.665924], [0.773152, -1.325555, -4.465324], [0.929228, -2.430408, -2.641380], [-1.961712, 3.974849, 2.640586], [-1.031298, -4.970334, 0.151219], [1.113998, -5.018145, 0.248117], [0.540508, 1.064365, -4.276619], [-0.117927, -4.389219, 0.109287], [0.841835, -2.208189, -5.087314], [0.287817, 2.755078, 1.353583], [1.162486, -6.089263, 0.402897], [-0.298199, 4.463875, 5.683622], [1.401423, 2.580801, 3.326784], [-0.640297, 0.006461, 0.274197], [0.318776, 2.094891, -2.147092], [0.981261, -2.255330, -0.143464], [-1.889422, 0.437364, 2.293337], [3.010468, 2.398664, 0.004613], [0.447831, 2.047126, -4.720855], [3.243140, -4.750660, 0.316441], [0.690329, -0.360324, -2.228007], [0.808552, -1.445048, -3.072864], [3.118067, -2.299778, -0.015813], [0.532184, 0.946373, -2.836606], [0.657618, 0.048046, -6.128738], [-0.728184, 3.686765, 3.270038], [0.655162, -0.054533, -5.050644]], "atomic_forces_ev_per_a": [[0.02, -0.04, -0.01], [0.04, -0.06, 0.02], [-0.01, 0.02, -0.01], [0.02, 0.02, 0.00], [-0.02, -0.02, 0.05], [-0.02, 0.01, 0.00], [-0.23, 0.03, 0.08], [0.02, 0.02, 0.00], [0.02, -0.01, 0.01], [-0.03, 0.00, -0.02], [-0.30, -0.16, 0.11], [0.03, 0.04, -0.05], [0.00, 0.01, 0.00], [0.00, -0.02, -0.04], [-0.01, -0.04, 0.00], [0.02, -0.01, 0.00], [0.02, 0.01, -0.01], [-0.04, -0.01, -0.14], [-0.01, 0.02, 0.01], [-0.05, 0.19, 0.08], [0.00, 0.02, -0.03], [0.02, 0.01, 0.03], [0.13, 0.05, -0.02], [0.01, 0.00, 0.01], [0.00, 0.03, 0.00], [-0.02, 0.06, 0.09], [0.00, 0.02, 0.00], [0.03, 0.02, 0.03], [0.23, 0.02, -0.10], [0.00, 0.01, -0.01], [0.00, -0.08, -0.01], [-0.06, 0.01, 0.02], [0.01, -0.02, -0.06], [0.09, -0.28, -0.07], [0.08, 0.01, -0.05], [-0.02, -0.06, 0.00], [0.09, 0.09, 0.01], [0.00, -0.03, -0.01], [-0.01, 0.01, 0.01], [0.16, 0.11, 0.09], [-0.11, 0.03, -0.08], [0.00, -0.02, 0.00], [-0.07, 0.00, -0.14], [-0.01, 0.00, 0.00], [-0.01, 0.04, 0.16], [0.02, -0.06, 0.04]], "max_force_ha_per_bohr": 0.00700, "homo_energy_ev": [-3.997, -4.380], "lumo_energy_ev": [2.5131, 1.9581], "multiplicity": 2, "total_charge": -1, "orbital_gap_ev": [6.510, 6.338]}